# 1
{"formula": "C3H8O2P2", "method": "ωB97M-V with the def2-TZVPD basis set", "relative_energy_kcal_mol": 32.4, "e_homo_ha": -0.3036, "charge": 0, "symbols": ["P", "P", "O", "O", "C", "C", "C", "H", "H", "H", "H", "H", "H", "H", "H"], "xyz": [[-0.99, -0.88, -2.50], [0.74, 0.35, -2.08], [-0.80, -0.44, 0.47], [-0.31, 1.73, 0.82], [0.67, 0.98, 1.47], [-0.71, 0.75, -0.11], [0.18, -0.46, 1.51], [-0.54, -0.75, 2.36], [-1.69, 1.01, -0.53], [1.05, -1.11, 1.40], [0.36, 1.65, -2.59], [1.66, 0.98, 0.91], [-0.63, -1.73, -1.33], [-0.32, -1.93, -3.20], [0.75, 1.43, 2.43]], "lowdin_charge": [0.39, 0.46, -0.18, -0.05, -0.21, -0.46, -0.13, 0.16, 0.12, 0.12, -0.18, 0.13, -0.10, -0.18, 0.12]}



# 2
{"formula": "C22H38BrNO5Yb", "method": "ωB97M-V with the def2-TZVPD basis set", "e_homo_ha": -0.4641, "charge": 2, "symbols": ["Yb", "Br", "O", "O", "O", "O", "O", "N", "C", "C", "C", "C", "C", "C", "C", "C", "C", "C", "C", "C", "C", "C", "C", "C", "C", "C", "C", "C", "C", "C", "H", "H", "H", "H", "H", "H", "H", "H", "H", "H", "H", "H", "H", "H", "H", "H", "H", "H", "H", "H", "H", "H", "H", "H", "H", "H", "H", "H", "H", "H", "H", "H", "H", "H", "H", "H", "H", "H"], "xyz": [[5.06, 3.01, 2.28], [3.86, -2.47, -4.10], [2.07, 1.59, -2.09], [2.66, 1.03, -0.05], [-3.11, -3.35, -2.85], [4.12, 2.15, -1.33], [-0.27, 1.07, -1.87], [-2.55, 0.08, -2.74], [1.04, 0.71, -1.60], [-0.40, -2.18, 4.00], [-1.65, 0.53, -3.82], [1.24, -0.69, -2.19], [-0.63, -0.77, 4.53], [1.53, 2.41, 3.79], [0.70, -0.29, 0.75], [-3.56, -2.14, -2.22], [-0.53, 1.43, -3.23], [-1.92, 0.00, 0.80], [2.23, 2.26, 2.44], [3.06, 1.64, -1.18], [0.30, 1.51, 3.96], [-5.00, -2.37, -1.70], [2.63, -2.74, -2.60], [0.63, 0.12, 4.47], [2.53, -1.42, -1.80], [1.63, 3.01, 1.25], [0.67, 2.25, 0.34], [1.22, 0.88, -0.06], [-3.46, -1.00, -3.22], [-0.75, -0.29, 0.81], [-2.19, 1.08, -4.59], [-0.08, -2.21, 2.96], [3.25, 2.74, 2.57], [0.35, -2.69, 4.59], [1.24, -0.63, -3.27], [1.35, 3.45, 4.03], [1.06, -0.29, 1.78], [-2.63, -3.86, -2.20], [-5.10, -2.07, -0.66], [-0.33, 2.22, 0.75], [-1.19, -0.37, -4.20], [1.00, -1.24, 0.33], [-1.45, -0.27, 4.02], [0.59, 2.86, -0.55], [-5.23, -3.43, -1.79], [1.68, -3.02, -3.04], [-2.96, 0.14, 0.86], [2.43, 3.44, 0.64], [-0.31, 1.51, 3.06], [0.98, 0.21, 5.50], [-0.32, 1.99, 4.72], [-0.82, 2.48, -3.28], [-3.13, 0.88, -2.51], [1.10, 3.87, 1.66], [-3.09, -1.39, -4.16], [0.34, 1.29, -3.86], [2.60, -1.68, -0.75], [-5.73, -1.81, -2.27], [-4.44, -0.56, -3.38], [1.45, -0.36, 3.92], [3.39, -0.81, -2.06], [-1.34, -2.72, 4.05], [2.43, 1.21, 2.24], [-2.94, -1.97, -1.34], [3.01, -3.54, -1.99], [0.36, -1.27, -1.91], [-0.93, -0.87, 5.56], [2.24, 2.07, 4.56]], "lowdin_charge": [1.85, 0.66, 0.17, 0.05, -0.05, 0.16, -0.05, -0.05, -0.41, -0.10, -0.17, -0.07, -0.24, -0.18, -0.09, -0.40, -0.13, 0.17, -0.24, -0.57, -0.19, -0.03, -0.56, -0.21, -0.27, -0.15, -0.05, -0.30, -0.15, -0.11, 0.12, 0.05, -0.05, 0.08, 0.13, 0.12, 0.10, 0.08, 0.07, 0.13, 0.11, 0.12, 0.10, 0.14, 0.08, 0.06, 0.05, 0.10, 0.10, 0.12, 0.13, 0.13, 0.11, 0.13, 0.12, 0.12, 0.10, 0.07, 0.11, 0.10, 0.08, 0.08, 0.11, 0.11, 0.06, 0.14, 0.11, 0.11]}



# 3
{"formula": "C4H12NOS", "method": "ωB97M-V with the def2-TZVPD basis set", "relative_energy_kcal_mol": 25.5, "e_homo_ha": -0.4696, "charge": 1, "symbols": ["S", "O", "N", "C", "C", "C", "C", "H", "H", "H", "H", "H", "H", "H", "H", "H", "H", "H", "H"], "xyz": [[2.95, 1.76, 0.12], [-3.16, -0.46, -0.27], [-0.44, -0.40, 0.84], [-2.88, -1.37, -1.27], [0.44, 0.76, 0.45], [1.88, 0.45, 0.81], [-1.99, -2.35, -1.13], [0.03, 1.64, 0.93], [3.90, 1.65, 1.06], [-0.45, -0.54, 1.85], [-1.40, -0.34, 0.49], [2.17, -0.48, 0.31], [2.03, 0.34, 1.88], [-4.02, -0.06, -0.49], [-0.07, -1.25, 0.40], [-1.59, -2.80, -2.03], [0.35, 0.88, -0.62], [-1.72, -2.77, -0.17], [-3.42, -1.24, -2.19]], "lowdin_charge": [0.75, -0.02, 0.19, -0.25, -0.23, -0.56, 0.01, 0.13, -0.12, 0.18, 0.11, 0.08, 0.09, 0.12, 0.14, 0.07, 0.13, 0.07, 0.12]}



# 4
{"formula": "C28H58B2F8N4O6Pt", "method": "ωB97M-V with the def2-TZVPD basis set", "multiplicity": 3, "e_homo_ha": [-0.3377, -0.3377], "charge": 0, "symbols": ["Pt", "F", "F", "F", "F", "F", "F", "F", "F", "O", "O", "O", "O", "O", "O", "N", "N", "N", "N", "C", "C", "C", "C", "C", "C", "C", "C", "C", "C", "C", "C", "C", "C", "C", "C", "C", "C", "C", "C", "C", "C", "C", "C", "C", "C", "C", "C", "B", "B", "H", "H", "H", "H", "H", "H", "H", "H", "H", "H", "H", "H", "H", "H", "H", "H", "H", "H", "H", "H", "H", "H", "H", "H", "H", "H", "H", "H", "H", "H", "H", "H", "H", "H", "H", "H", "H", "H", "H", "H", "H", "H", "H", "H", "H", "H", "H", "H", "H", "H", "H", "H", "H", "H", "H", "H", "H", "H"], "xyz": [[11.48, 13.47, 12.91], [13.64, 13.34, 9.14], [11.86, 12.52, 16.54], [14.14, 12.60, 11.25], [10.88, 10.60, 15.82], [12.28, 11.83, 10.29], [12.27, 11.78, 14.35], [12.46, 14.15, 10.99], [10.22, 12.60, 14.96], [17.42, 9.58, 8.79], [10.20, 11.91, 12.10], [9.55, 14.35, 12.03], [9.11, 9.73, 8.95], [16.57, 11.98, 7.58], [7.93, 8.46, 11.24], [12.49, 14.60, 14.23], [12.19, 17.91, 6.12], [16.98, 6.51, 13.97], [18.35, 11.97, 12.76], [15.80, 14.69, 12.93], [9.35, 12.27, 11.01], [6.92, 8.63, 12.21], [13.05, 15.02, 15.10], [9.13, 15.73, 12.16], [10.26, 10.48, 12.45], [12.44, 16.83, 6.35], [16.10, 10.01, 9.04], [13.63, 15.72, 16.26], [8.57, 13.46, 11.50], [17.26, 12.16, 13.14], [14.93, 9.06, 12.88], [16.11, 13.91, 14.29], [12.58, 16.50, 17.07], [14.37, 15.49, 6.97], [16.16, 12.45, 14.02], [15.75, 10.88, 7.89], [16.76, 7.60, 13.72], [13.89, 8.32, 13.76], [16.29, 9.02, 13.57], [16.74, 12.90, 8.68], [11.42, 17.10, 16.29], [7.46, 8.31, 9.95], [18.01, 9.01, 9.91], [12.86, 15.51, 6.89], [14.90, 16.52, 7.96], [8.64, 8.37, 9.05], [10.33, 9.75, 8.34], [11.30, 11.86, 15.49], [13.22, 12.83, 10.34], [10.99, 10.40, 13.24], [16.20, 9.36, 14.61], [10.85, 10.67, 8.59], [14.74, 15.66, 5.99], [6.90, 7.35, 9.82], [8.34, 8.16, 8.05], [9.90, 12.51, 10.11], [17.02, 14.28, 14.76], [9.27, 10.20, 12.84], [14.23, 7.33, 14.07], [12.85, 8.17, 13.34], [11.00, 8.88, 8.52], [8.74, 11.40, 10.76], [15.79, 15.72, 13.20], [10.57, 9.80, 11.67], [15.28, 14.10, 14.94], [10.71, 17.50, 17.06], [14.71, 10.12, 12.56], [14.70, 11.25, 7.99], [11.74, 17.98, 15.68], [16.43, 12.39, 9.61], [17.80, 13.18, 8.71], [17.37, 8.32, 10.50], [10.16, 9.80, 7.22], [15.92, 16.37, 8.30], [13.15, 17.22, 17.61], [10.05, 16.34, 12.44], [14.23, 15.01, 16.79], [7.84, 13.16, 12.25], [8.72, 16.06, 11.18], [16.44, 11.90, 14.91], [17.10, 9.60, 13.09], [8.07, 13.96, 10.71], [14.79, 14.31, 12.60], [16.10, 10.57, 9.96], [16.55, 14.58, 12.18], [18.90, 8.54, 9.47], [16.12, 13.79, 8.49], [7.53, 8.51, 13.15], [14.60, 14.52, 7.33], [8.35, 15.84, 13.00], [10.90, 16.38, 15.67], [6.44, 9.62, 12.23], [12.32, 15.29, 7.84], [18.37, 9.76, 10.60], [13.75, 8.83, 14.71], [12.50, 14.75, 6.18], [14.81, 17.53, 7.52], [15.00, 8.48, 11.92], [6.12, 7.84, 12.08], [15.20, 11.99, 13.72], [14.36, 16.36, 15.75], [12.24, 15.80, 17.86], [15.71, 10.30, 6.96], [14.20, 16.48, 8.77], [15.44, 9.19, 9.21], [9.41, 7.68, 9.34], [6.74, 9.15, 9.64]], "mulliken_spin": [1.66, 0.01, 0.00, 0.02, 0.00, -0.01, 0.02, 0.08, 0.03, 0.00, 0.10, 0.04, 0.00, 0.00, 0.00, 0.04, 0.00, 0.00, 0.00, 0.00, 0.00, 0.00, -0.04, 0.00, 0.00, 0.00, 0.00, 0.00, 0.01, 0.00, 0.00, 0.00, 0.00, 0.00, 0.00, 0.00, 0.00, 0.00, 0.00, 0.00, 0.00, 0.00, 0.00, 0.00, 0.00, 0.00, 0.00, 0.01, 0.00, 0.00, 0.00, 0.00, 0.00, 0.00, 0.00, 0.00, 0.00, 0.00, 0.00, 0.00, 0.00, 0.00, 0.00, 0.00, 0.00, 0.00, 0.00, 0.00, 0.00, 0.00, 0.00, 0.00, 0.00, 0.00, 0.00, 0.00, 0.00, 0.00, 0.00, 0.00, 0.00, 0.00, 0.00, 0.00, 0.00, 0.00, 0.00, 0.00, 0.00, 0.00, 0.00, 0.00, 0.00, 0.00, 0.00, 0.00, 0.00, 0.00, 0.00, 0.00, 0.00, 0.00, 0.00, 0.00, 0.00, 0.00, 0.00]}